Record 1
Below is 4 unconnected molecules or ions with the total composition C9H21BrN3O3, with properties calculated with ωB97M-V/def2-TZVPD.

XYZ file:
```
37
C9H21BrN3O3 | OMol25 | ωB97M-V/def2-TZVPD
Br 23.518 8.085 3.587
O 23.381 14.270 3.808
O 25.648 6.112 -0.701
O 18.836 9.245 0.743
N 24.472 5.832 1.251
N 20.911 8.735 1.187
N 21.647 12.874 4.071
C 19.328 8.922 3.016
C 19.668 8.999 1.562
C 23.644 4.695 0.674
C 26.150 7.675 1.026
C 21.347 15.243 4.664
C 22.180 14.057 4.166
C 21.420 8.621 -0.216
C 25.419 6.431 0.444
C 22.369 11.748 3.443
H 20.334 14.876 4.223
H 21.688 16.256 4.096
H 19.354 9.767 3.539
H 24.012 6.410 1.922
H 22.494 10.810 4.256
H 22.601 8.427 -0.594
H 26.254 7.699 2.082
H 21.651 8.616 1.914
H 19.810 8.126 3.640
H 21.614 15.375 5.616
H 21.120 9.499 -0.804
H 27.213 7.545 0.619
H 20.924 7.846 -0.780
H 23.291 12.037 2.846
H 22.850 5.073 0.135
H 24.256 4.040 0.124
H 25.684 8.548 0.857
H 18.412 8.509 2.696
H 21.684 11.051 3.039
H 20.618 12.710 4.420
H 23.383 3.925 1.374
```

The total energy is -3319.54065 a.u. As for the energy relative to the best compared isomer or geometry (same formula, charge and spin): 24.7 kcal per mole. Its gap between HOMO and LUMO is 7.92 eV. The net charge is -1. The molar mass comes out at 299.189 g/mol.

Record 2
Below is a molecular structure, C28H39AuO5Si, with properties calculated with ωB97M-V/def2-TZVPD.

XYZ file:
```
74
C28H39AuO5Si | OMol25 | ωB97M-V/def2-TZVPD
Au -0.336 0.107 1.917
Si 1.145 1.448 6.558
O -0.470 1.286 -4.842
O -0.483 -0.713 -0.152
O -1.823 0.160 -6.247
O -1.278 -3.150 -5.718
O 0.272 -1.939 -6.756
C -0.583 -2.149 -5.732
C -0.684 -1.116 -4.586
C 0.130 2.928 7.040
C 3.020 0.282 1.413
C -0.957 0.233 -5.223
C 1.387 -1.249 2.046
C 0.092 -1.547 -2.289
C 0.598 0.833 4.871
C 0.867 -0.058 7.623
C 0.835 0.106 3.850
C 0.579 -1.163 -3.697
C -2.177 1.451 -6.752
C 2.192 -0.777 0.955
C 1.991 -0.674 3.335
C 1.239 -0.857 -6.863
C -2.171 -2.450 -1.376
C -0.077 -0.292 -1.400
C 2.964 0.345 2.791
C -3.190 -1.460 -1.000
C -0.220 2.905 2.547
C 2.957 1.906 6.609
C -2.058 -3.694 -0.611
C 0.714 3.044 1.499
C 0.148 2.522 0.302
C -1.301 -2.268 -2.540
C -1.136 1.985 0.603
C -1.894 -1.442 -3.695
C -1.357 2.157 2.045
H -1.287 1.978 -7.117
H 3.611 0.947 0.775
H -2.334 -0.512 -3.304
H -0.114 3.274 3.566
H -2.835 -4.418 -0.908
H -0.796 0.403 -1.892
H 1.693 3.520 1.568
H 1.084 0.180 8.672
H 3.191 2.148 7.657
H -3.976 -1.324 -1.760
H 0.368 3.807 6.426
H -1.082 -4.172 -0.755
H 3.610 1.082 6.291
H 1.671 -0.553 -5.898
H 1.254 -1.956 -4.067
H -1.046 -3.264 -2.944
H 2.020 -1.270 -7.506
H -0.173 -0.396 7.523
H 0.765 -0.008 -7.371
H 0.788 -2.245 -1.789
H -0.943 2.718 6.936
H -2.318 2.033 2.537
H 0.846 -2.197 2.075
H -2.876 1.256 -7.563
H -3.669 -1.778 -0.064
H -2.200 -3.488 0.458
H -2.748 -0.472 -0.802
H 0.879 0.280 -1.370
H 0.352 3.162 8.091
H -2.646 2.053 -5.964
H 2.406 -1.363 4.095
H 1.105 -0.199 -3.722
H -1.901 1.702 -0.111
H 1.516 -0.884 7.296
H 3.191 2.782 5.988
H -2.647 -1.999 -4.261
H 3.538 1.014 3.439
H 0.578 2.618 -0.689
H 2.189 -1.159 -0.061
```

The total energy is -1891.42673 a.u. Its multiplicity is 3. Its gap between HOMO and LUMO (alpha / beta) is 2.63 / 3.28 eV. The expectation value of S² is 2.1003. The net charge is -2. The molar mass comes out at 680.668 g/mol.

Record 3
Below is a molecular structure, C30H40Cl2N2O3PRh, with properties calculated with ωB97M-V/def2-TZVPD.

XYZ file:
```
79
C30H40Cl2N2O3PRh | OMol25 | ωB97M-V/def2-TZVPD
Rh -0.675 0.178 -0.197
Cl -0.980 2.477 0.100
Cl 0.510 0.015 -2.086
P 1.201 0.298 1.073
O -1.832 -0.198 1.777
O -0.784 -2.065 -0.211
O 1.822 1.440 -3.879
N -3.358 0.392 3.365
N 0.231 -4.038 -0.677
C -4.424 1.289 3.801
C 2.015 2.833 -7.232
C 2.755 -2.078 1.406
C 2.471 1.037 3.497
C 2.676 0.819 0.164
C 1.569 2.606 5.119
C 2.573 1.715 4.716
C 0.118 -2.717 -0.797
C 0.835 -3.270 3.061
C 1.828 1.500 -5.105
C 2.011 -3.962 2.749
C 2.497 3.911 -5.110
C 2.652 5.136 -5.764
C 0.480 2.829 4.271
C -2.750 0.974 -2.404
C -3.059 -0.725 4.253
C -2.708 0.601 2.216
C -3.430 -0.809 -0.737
C 2.970 -3.361 1.929
C 1.360 1.230 2.658
C 2.168 4.055 -7.893
C 2.133 2.758 -5.839
C 2.474 5.213 -7.159
C 1.425 -4.707 -1.174
C -2.553 0.021 -1.283
C 1.577 -1.392 1.710
C 0.637 -1.983 2.564
C -4.918 -0.844 -0.966
C 0.396 2.163 3.047
C -0.805 -4.828 -0.026
H -5.252 -1.871 -1.170
H -2.993 1.510 1.653
H 1.656 0.586 -5.721
H -2.716 -0.341 5.222
H 2.529 1.878 -0.077
H 1.167 -5.433 -1.954
H -0.299 3.531 4.551
H 3.511 -1.625 0.765
H 2.173 -4.965 3.147
H 1.947 -5.233 -0.364
H -5.359 0.724 3.932
H 2.910 6.034 -5.194
H 2.048 4.106 -8.980
H -0.418 2.402 2.362
H -0.419 -5.282 0.893
H 1.800 1.914 -7.784
H -3.100 -1.542 0.004
H 3.585 0.688 0.759
H -0.259 -1.427 2.839
H 2.742 0.267 -0.779
H -3.978 -1.290 4.439
H 3.442 1.551 5.357
H 0.879 -2.222 -1.428
H 2.652 3.842 -4.028
H -4.168 1.746 4.769
H -3.816 1.062 -2.645
H -1.117 -5.636 -0.695
H -2.298 -1.374 3.817
H -2.215 0.680 -3.318
H 3.896 -3.895 1.688
H 1.641 3.126 6.075
H 0.071 -3.729 3.694
H -1.660 -4.189 0.208
H -5.221 -0.202 -1.803
H -2.378 1.958 -2.096
H 3.265 0.347 3.205
H 2.095 -3.947 -1.596
H -5.453 -0.508 -0.063
H 2.574 6.171 -7.673
H -4.572 2.078 3.052
```

The total energy is -2874.50723 a.u. Its multiplicity is 5. Its gap between HOMO and LUMO (alpha / beta) is 6.03 / 3.88 eV. The expectation value of S² is 6.0647. The molar mass comes out at 681.447 g/mol.

Record 4
Below is a single C4H7NO2 molecule, with properties calculated with ωB97M-V/def2-TZVPD.

XYZ file:
```
14
C4H7NO2 | OMol25 | ωB97M-V/def2-TZVPD
O -0.635 0.040 -1.249
O 0.305 -1.080 0.638
N 1.598 -1.111 -0.813
C 0.717 -0.227 -0.309
C 1.114 1.174 0.102
C -1.739 -0.967 0.542
C -1.560 0.086 -0.337
H 1.424 1.754 -0.772
H 1.941 1.116 0.818
H 0.279 1.683 0.590
H -1.598 -1.993 0.232
H -2.052 1.052 -0.160
H -2.343 -0.801 1.433
H 2.548 -0.726 -0.714
```

The total energy is -361.65283 a.u. As for the energy relative to the best compared isomer or geometry (same formula, charge and spin): 143.1 kcal per mole. Its gap between HOMO and LUMO (alpha / beta) is 7.63 / 8.14 eV. The molar mass comes out at 101.105 g/mol.

Record 5
Below is 2 unconnected molecules or ions with the total composition C19H31N3O2, with properties calculated with ωB97M-V/def2-TZVPD.

XYZ file:
```
55
C19H31N3O2 | OMol25 | ωB97M-V/def2-TZVPD
O -2.029 4.016 -1.890
O 2.246 2.805 -1.159
N -1.537 -1.054 1.467
N -0.613 -3.527 -0.321
N 0.144 4.915 0.003
C 1.770 -4.691 1.437
C -0.375 -1.100 0.639
C -2.618 3.174 -0.911
C 1.437 -2.172 -1.146
C -1.815 5.359 -1.449
C 2.769 -3.674 0.684
C -3.861 -5.056 1.458
C 2.410 4.213 -1.020
C 2.424 -3.409 -0.864
C -3.532 -2.489 2.240
C -2.208 -2.325 1.378
C 1.048 2.410 -1.807
C -0.329 5.626 -1.185
C 0.088 -2.286 -0.258
C 1.603 4.844 0.128
C -2.598 -4.898 0.579
C 2.903 -2.349 1.590
C -4.344 -3.811 2.286
C -1.770 -3.546 0.534
H 0.246 2.314 -1.074
H -5.284 -3.919 2.945
H -1.887 2.867 -0.159
H 1.807 4.266 1.036
H 2.232 -5.229 2.334
H 3.900 -2.434 2.178
H -2.432 5.610 -0.582
H 1.982 5.857 0.310
H -2.206 -5.785 -0.045
H 2.080 -2.364 2.399
H 0.217 5.318 -2.081
H -3.892 -1.584 2.853
H 2.909 -1.363 1.014
H 0.877 -4.071 1.840
H 1.994 -4.320 -1.417
H 0.291 -0.155 0.635
H -2.974 2.273 -1.415
H 1.126 -2.208 -2.263
H -3.473 3.658 -0.426
H -2.132 6.006 -2.273
H 3.812 -4.183 0.699
H 0.763 3.094 -2.609
H 2.253 4.717 -1.979
H 1.913 -1.142 -0.948
H 1.334 -5.401 0.647
H 3.429 -3.171 -1.388
H -4.382 -6.074 1.434
H 3.468 4.358 -0.781
H 1.206 1.418 -2.242
H -0.216 3.969 -0.009
H -0.175 6.701 -1.045
```

The total energy is -1057.04358 a.u. The SMILES is CC(C)CCc1cnc2ccccc2n1.COCCNCCOC. As for the energy relative to the best compared isomer or geometry (same formula, charge and spin): 208.8 kcal per mole. Its gap between HOMO and LUMO is 7.78 eV. The molar mass comes out at 333.476 g/mol.

> Which formula does entry 5 have?

C19H31N3O2